Computed, not measured: a 2-piece molecular cluster, C37H18F17O2Si overall, with ωB97M-V/def2-TZVPD.

Properties
LUMO: -5.88 eV
highest occupied orbital energy: -10.34 eV
frontier orbital gap: 4.46 eV
spin multiplicity: 1
strongest force on any atom: 0.09577 Eh/bohr
charge: +1

The geometry in XYZ format:
```
75
Properties=species:S:1:pos:R:3:forces:R:3:mulliken_charge:R:1
F 3.431737 4.207335 -3.965610 -0.40 -0.90 0.25 -0.281
C 2.923594 2.991218 -3.700634 0.11 0.32 -0.13 0.635
C 2.270393 2.270371 -4.695699 -0.16 -0.03 -0.58 0.042
F 2.148485 2.787423 -5.933935 0.09 -0.31 0.85 -0.281
C 1.757000 1.006269 -4.409668 -0.14 -0.27 -0.23 0.642
F 1.161081 0.330125 -5.426759 0.37 0.52 0.71 -0.366
C 1.862490 0.406183 -3.149605 0.42 0.64 -0.18 0.183
Si 1.211538 -1.290586 -2.715712 -0.60 0.50 0.83 0.208
C -0.263713 -1.702186 -3.790742 -0.74 -0.08 -0.52 0.499
C -0.421360 -2.806211 -4.642051 0.41 -0.25 0.00 0.247
F 0.598097 -3.690765 -4.810029 -0.82 0.54 0.25 -0.278
C -1.582934 -3.040523 -5.382226 0.17 -0.49 -0.25 -0.016
F -1.681478 -4.136686 -6.160790 0.10 0.78 0.51 -0.282
C -2.646961 -2.145605 -5.316911 -0.28 -0.11 -0.14 0.662
F -3.767961 -2.369232 -6.024329 0.90 0.21 0.62 -0.279
C -2.523671 -1.015412 -4.512382 -0.14 0.38 0.27 0.066
F -3.545894 -0.141076 -4.410557 0.67 -0.47 -0.14 -0.318
C -1.339597 -0.805623 -3.803774 -0.01 0.36 0.03 0.529
F -1.202343 0.373881 -3.132641 -0.29 -0.86 -0.33 -0.444
C 2.567712 -2.546952 -2.986590 0.64 -0.84 0.14 -0.158
C 3.564324 -2.445927 -3.971771 -0.11 0.37 -0.38 0.388
F 3.572000 -1.371258 -4.804808 0.10 -0.63 0.63 -0.301
C 4.520265 -3.436265 -4.215651 0.23 0.23 -0.40 -0.050
F 5.443967 -3.276641 -5.186994 -0.73 -0.06 0.72 -0.277
C 4.502601 -4.613839 -3.472199 0.23 -0.20 -0.02 0.731
F 5.398147 -5.587867 -3.710082 -0.77 0.85 0.23 -0.272
C 3.522968 -4.769994 -2.494806 -0.19 -0.39 0.34 -0.165
F 3.463287 -5.914946 -1.784541 0.01 0.80 -0.47 -0.282
C 2.588276 -3.755708 -2.285147 -0.49 -0.31 0.26 0.515
F 1.578159 -4.011188 -1.402052 0.81 0.24 -0.50 -0.269
O 0.671221 -1.069065 -1.076604 1.33 0.03 -1.77 -0.462
C -0.535700 -1.277156 -0.598736 -2.17 -4.30 1.03 0.465
C -1.175281 -2.467948 -0.276157 2.74 1.66 -1.47 -0.678
C -2.586724 -2.198847 0.008157 -1.30 -0.41 0.19 -0.505
C -2.682120 -0.677455 -0.086865 0.79 0.10 -0.25 0.983
O -1.297487 -0.215137 -0.355860 -1.20 1.99 0.21 -0.576
C 2.546748 1.153109 -2.190862 0.08 -0.12 0.20 0.022
F 2.769067 0.611112 -0.961034 -0.08 0.51 -0.68 -0.405
C 3.053002 2.426251 -2.436745 0.12 0.04 0.35 0.142
F 3.674719 3.108084 -1.452559 -0.24 -0.29 -0.42 -0.309
H -0.737231 -3.423391 -0.535731 -0.14 0.05 0.28 0.507
H -3.207948 -2.665844 -0.776458 -0.03 0.10 0.47 0.248
H -2.953850 -2.542990 0.987856 0.14 -0.12 -0.27 0.351
H -3.336271 -0.374377 -0.914046 0.36 0.26 0.21 0.334
H -3.018224 -0.215662 0.848552 0.16 0.03 -0.32 -0.986
C -5.294139 0.397330 7.114974 -0.77 -0.30 0.28 -1.422
C -4.264745 0.654649 6.083716 0.17 -0.24 -0.48 0.849
C -2.991395 1.085140 6.436760 1.04 0.51 0.66 0.382
F -2.740498 1.360152 7.760483 -0.26 -0.42 -1.35 -0.324
C -1.958071 1.258564 5.533914 -0.48 0.22 -0.13 -1.021
C -2.200195 1.078034 4.137258 -0.40 -0.34 0.67 1.164
C -1.229515 1.317931 3.121798 0.11 1.19 0.44 0.146
C -0.090126 2.167408 3.203318 0.23 0.22 -0.02 0.604
C 0.239148 2.995008 4.322395 0.16 0.01 0.03 -0.967
C 1.450039 3.654068 4.356737 -0.50 0.12 1.26 0.172
F 1.795212 4.311262 5.516919 -0.43 -0.53 -1.36 -0.318
C 2.347044 3.678218 3.291470 -0.19 -0.57 -0.22 0.752
C 3.644314 4.380328 3.406860 0.69 0.45 -0.42 -1.518
C 1.960902 2.979999 2.128203 0.07 0.06 -0.02 -0.355
C 0.793150 2.243568 2.085757 -0.34 -0.21 -0.31 -0.701
C -3.509314 0.648366 3.768837 0.17 0.08 -0.20 -0.975
C -4.499138 0.426272 4.714880 0.21 0.20 -0.07 -0.745
H -6.161650 -0.075700 6.647381 0.07 0.09 0.11 0.387
H -4.938442 -0.277221 7.904494 0.11 0.23 -0.19 0.331
H -5.645308 1.311469 7.609926 0.24 -0.08 -0.13 0.326
H -0.992047 1.578702 5.897306 -0.12 -0.39 0.14 0.864
H -1.424763 0.893337 2.140675 0.04 -0.08 -0.03 -0.058
H -0.464105 3.149039 5.132803 0.32 0.04 -0.11 0.832
H 4.127702 4.408646 2.425181 -0.03 0.02 0.19 0.363
H 3.541156 5.415496 3.758794 -0.13 -0.30 0.02 0.353
H 4.338258 3.876867 4.096916 -0.37 0.03 -0.07 0.335
H 2.609598 3.019914 1.247383 -0.23 -0.04 0.35 0.426
H 0.496366 1.730522 1.164010 0.28 0.01 0.34 0.409
H -3.746308 0.581517 2.703889 0.05 -0.21 0.39 0.205
H -5.487282 0.082084 4.402765 0.32 0.16 0.07 0.344
```
Positions in Å, forces in eV/Å.